# 1
{
  "formula": "C33H27N2O6Ta",
  "method": "ωB97M-V with the def2-TZVPD basis set",
  "species": ["Ta", "O", "C", "C", "C", "C", "C", "C", "C", "C", "C", "O", "C", "C", "C", "C", "C", "C", "C", "C", "C", "C", "C", "C", "N", "C", "C", "C", "C", "C", "C", "C", "C", "C", "C", "C", "C", "H", "H", "H", "H", "H", "H", "H", "H", "H", "H", "H", "H", "H", "H", "H", "H", "H", "H", "H", "H", "H", "H", "H", "H", "H", "H", "H", "O", "O", "N", "O", "O"],
  "coordinates": [[1.516120, -0.101951, 0.811457], [1.063919, 1.091259, -0.901415], [1.377148, 0.674100, -2.129223], [1.653610, -0.878634, -2.048344], [0.554844, -1.693785, -1.400147], [-0.529980, -2.183006, -2.118661], [-1.613161, -2.698361, -1.415601], [-1.594246, -2.667468, -0.023814], [-0.464484, -2.174767, 0.626014], [-0.425620, -2.028600, 2.138126], [-0.784198, -0.617710, 2.758330], [0.203422, 0.230219, 2.471630], [-2.154355, -0.158232, 2.168112], [-2.252983, 0.811814, 1.155052], [-3.486696, 1.179489, 0.611180], [-4.657045, 0.578186, 1.063764], [-4.591543, -0.394328, 2.059212], [-3.354338, -0.760333, 2.600521], [-0.866957, -0.644915, 4.323686], [-1.339933, 0.491289, 5.019225], [-1.481891, 0.499553, 6.408733], [-1.142313, -0.630651, 7.145538], [-0.649556, -1.757527, 6.491262], [-0.508874, -1.762567, 5.097648], [0.631616, -1.792664, -0.058929], [2.625610, 1.502752, -2.578220], [2.538657, 2.910558, -2.664681], [3.611621, 3.690464, -3.102904], [4.806552, 3.080506, -3.470828], [4.924664, 1.694618, -3.394070], [3.846932, 0.915738, -2.954080], [0.208687, 0.898928, -3.144502], [-1.122387, 1.103561, -2.738386], [-2.160806, 1.236250, -3.664276], [-1.891548, 1.169132, -5.028187], [-0.584774, 0.963105, -5.463097], [0.449634, 0.822491, -4.531973], [1.855587, -1.293064, -3.045944], [2.563806, -1.070894, -1.459609], [-0.565851, -2.071769, -3.194625], [-2.497421, -3.033030, -1.942919], [-2.463779, -2.964268, 0.547724], [-1.109929, -2.787959, 2.544687], [0.578181, -2.345498, 2.461141], [-1.335267, 1.263574, 0.770686], [-3.504611, 1.926516, -0.175790], [-5.610438, 0.862163, 0.634168], [-5.495531, -0.873943, 2.415706], [-3.313273, -1.523768, 3.371929], [-1.582582, 1.382107, 4.440729], [-1.844571, 1.395838, 6.899038], [-1.242125, -0.625384, 8.224835], [-0.357804, -2.635092, 7.058020], [-0.097481, -2.645227, 4.621442], [1.608881, 3.385767, -2.354058], [3.504714, 4.768763, -3.134205], [5.646296, 3.683120, -3.797166], [5.857863, 1.209790, -3.659599], [3.978842, -0.158441, -2.892888], [-1.341303, 1.130040, -1.672191], [-3.172267, 1.381242, -3.300447], [-2.697609, 1.272731, -5.745430], [-0.361248, 0.908026, -6.522638], [1.462880, 0.653174, -4.885263], [2.391843, 1.293045, 1.462798], [5.168691, -2.001906, 0.809513], [4.197225, -1.271498, 0.552939], [4.255037, -0.471464, -0.395530], [3.167898, -1.341204, 1.244797]],
  "forces_ev_per_angstrom": [[2.619, 9.050, 3.407], [-0.940, -1.199, 4.444], [0.322, -0.537, -2.179], [0.432, -0.800, -0.792], [0.075, 0.478, -1.163], [-0.098, 0.094, 0.383], [0.230, 0.238, 0.217], [0.269, 0.225, -0.195], [-0.826, -0.417, 0.646], [-0.530, -0.979, 0.484], [-1.738, -1.419, 0.654], [3.163, 0.771, -3.556], [-0.699, -0.102, -0.189], [0.461, -0.427, 0.286], [0.257, -0.304, 0.206], [0.195, 0.035, -0.018], [0.573, -0.025, 0.020], [0.222, 0.269, -0.263], [-0.499, -0.543, 0.594], [0.182, -0.303, -0.461], [0.232, -0.159, -0.640], [0.106, -0.186, -0.177], [0.005, 0.322, -0.271], [-0.167, 0.470, -0.156], [-2.168, -1.398, -1.305], [0.698, -0.098, -0.866], [-0.183, -0.531, 0.208], [-0.386, -0.524, 0.263], [-0.032, -0.286, 0.068], [-0.392, 0.121, 0.177], [-0.395, 0.322, -0.013], [-0.334, -0.096, -0.539], [0.564, -0.173, 0.180], [0.460, -0.094, 0.060], [0.017, 0.002, 0.165], [0.221, -0.075, 0.502], [-0.217, 0.032, 0.335], [-0.016, 0.157, 0.190], [-0.004, 0.309, -0.249], [0.119, -0.025, 0.049], [0.049, -0.082, 0.016], [0.104, 0.004, 0.053], [0.136, 0.198, -0.090], [-0.071, 0.290, 0.181], [-0.258, 0.068, 0.170], [-0.096, -0.043, 0.087], [0.020, -0.015, 0.061], [0.044, 0.030, -0.009], [-0.030, 0.083, 0.026], [-0.046, -0.155, 0.146], [0.020, -0.087, -0.012], [-0.014, -0.036, -0.063], [-0.037, 0.074, -0.040], [-0.086, -0.016, 0.051], [0.164, -0.027, -0.112], [0.024, -0.077, -0.029], [-0.040, -0.051, -0.012], [-0.084, 0.040, 0.016], [0.017, 0.099, -0.035], [0.043, 0.091, -0.161], [0.048, 0.015, -0.090], [0.056, 0.009, 0.019], [-0.021, 0.005, 0.074], [-0.046, 0.080, 0.023], [-0.942, -2.374, -1.068], [-1.895, 0.791, 0.220], [5.445, -0.615, -2.029], [-1.121, -0.050, 0.633], [-3.176, -0.444, 1.467]]
}

=====

# 2
{
  "formula": "C39H29BiBrN5O",
  "method": "ωB97M-V with the def2-TZVPD basis set",
  "species": ["Bi", "Br", "C", "C", "C", "C", "C", "C", "N", "N", "C", "C", "C", "C", "O", "C", "N", "C", "C", "C", "C", "H", "H", "H", "H", "H", "H", "H", "H", "H", "N", "C", "C", "C", "C", "C", "C", "C", "C", "C", "C", "C", "C", "H", "H", "H", "H", "H", "H", "H", "H", "H", "H", "N", "C", "C", "C", "C", "C", "C", "C", "C", "C", "C", "C", "C", "H", "H", "H", "H", "H", "H", "H", "H", "H", "H"],
  "coordinates": [[0.290303, 0.972949, -0.501914], [-4.074325, -5.543836, 0.712422], [-2.407010, -5.506651, 1.603779], [-1.504854, -6.538383, 1.410020], [-0.289732, -6.502311, 2.074822], [0.036197, -5.427306, 2.887196], [-0.887442, -4.408752, 3.091811], [-2.114780, -4.451185, 2.453291], [1.278198, -5.515437, 3.619410], [2.038530, -4.549393, 3.748737], [1.831843, -3.308443, 3.051964], [1.930888, -2.171318, 3.806581], [1.678796, -0.896868, 3.274153], [1.359555, -0.734968, 1.941689], [1.129730, 0.465846, 1.446941], [1.346089, -1.914404, 1.116260], [1.081809, -1.723479, -0.197930], [1.129032, -2.739543, -1.016963], [1.487409, -4.035299, -0.597057], [1.726693, -4.252998, 0.727300], [1.610536, -3.190084, 1.653587], [-1.752161, -7.364884, 0.760149], [0.423657, -7.307476, 1.957581], [-0.650744, -3.584414, 3.750218], [-2.837948, -3.665130, 2.605913], [2.170221, -2.278997, 4.857146], [1.733379, -0.017681, 3.901397], [0.893665, -2.539470, -2.056637], [1.573907, -4.833932, -1.319700], [2.025776, -5.234583, 1.071848], [-2.378750, 3.528494, -0.970279], [-2.167073, 2.723324, -2.071077], [-1.764929, 3.291213, -3.286498], [-1.673366, 2.525681, -4.431078], [-1.988674, 1.171005, -4.404143], [-2.365265, 0.599387, -3.202798], [-2.431203, 1.342959, -2.024440], [-2.777709, 0.679141, -0.737598], [-4.031972, 0.117543, -0.519149], [-4.310678, -0.516459, 0.682733], [-3.338810, -0.590374, 1.671172], [-2.072913, -0.063456, 1.445900], [-1.789779, 0.579925, 0.246789], [-1.874898, 4.399882, -0.945212], [-2.449055, 3.069335, -0.076530], [-1.556884, 4.353172, -3.322794], [-1.361549, 2.991944, -5.355949], [-1.931239, 0.572038, -5.301996], [-2.585894, -0.460159, -3.151953], [-4.788145, 0.190096, -1.290496], [-5.287678, -0.951538, 0.847414], [-3.563639, -1.061322, 2.618448], [-1.315762, -0.140908, 2.218335], [3.566829, 1.943081, -0.168851], [3.198115, 2.395173, -1.429743], [3.848348, 1.913260, -2.567801], [3.519565, 2.385815, -3.824662], [2.535182, 3.353947, -3.979750], [1.886738, 3.832218, -2.853398], [2.196201, 3.364187, -1.580937], [1.476521, 3.877136, -0.380725], [1.731856, 5.169442, 0.082424], [1.102931, 5.645710, 1.219773], [0.220773, 4.827974, 1.917837], [-0.039081, 3.547498, 1.455447], [0.571195, 3.064755, 0.299872], [4.007865, 1.037225, -0.139674], [2.910324, 2.084419, 0.584461], [4.624665, 1.166733, -2.452238], [4.038531, 1.995426, -4.689685], [2.276564, 3.727352, -4.960646], [1.106587, 4.577809, -2.951183], [2.434722, 5.793160, -0.456842], [1.309641, 6.647630, 1.572047], [-0.256485, 5.186850, 2.820168], [-0.718932, 2.910675, 2.011303]],
  "forces_ev_per_angstrom": [[0.066, 0.054, -0.045], [-0.037, 0.003, -0.023], [0.029, 0.006, 0.009], [0.016, 0.024, 0.001], [0.022, -0.035, -0.040], [0.097, -0.043, 0.137], [-0.025, 0.013, 0.053], [0.036, -0.020, -0.032], [-0.276, 0.009, -0.085], [0.204, 0.127, -0.222], [-0.005, -0.060, 0.129], [-0.061, 0.107, 0.053], [0.019, -0.068, 0.062], [0.045, -0.051, -0.046], [-0.084, -0.071, -0.057], [-0.096, 0.146, -0.015], [-0.036, -0.007, 0.033], [0.004, -0.026, 0.027], [-0.010, 0.028, -0.041], [-0.014, -0.075, 0.061], [0.149, -0.078, -0.037], [-0.011, -0.022, -0.019], [0.004, -0.038, 0.025], [-0.022, 0.007, 0.012], [-0.045, 0.064, 0.007], [0.006, 0.019, 0.020], [0.005, 0.007, 0.020], [0.002, -0.004, -0.038], [-0.006, -0.015, -0.019], [-0.030, 0.027, 0.005], [-0.161, 0.095, 0.025], [-0.034, 0.019, -0.033], [-0.006, -0.052, 0.006], [0.008, -0.026, 0.002], [0.018, 0.039, 0.009], [0.110, -0.037, 0.034], [-0.146, -0.027, -0.099], [0.019, -0.072, -0.010], [-0.017, 0.112, 0.035], [0.019, -0.011, 0.021], [-0.008, 0.024, -0.023], [-0.069, 0.153, 0.093], [0.214, -0.168, -0.046], [0.046, -0.053, 0.055], [0.068, 0.024, -0.011], [0.012, 0.043, -0.003], [0.009, 0.011, -0.033], [0.008, -0.004, -0.015], [-0.031, -0.021, 0.007], [-0.032, -0.004, -0.017], [-0.013, 0.001, 0.016], [-0.024, -0.059, 0.044], [0.044, -0.041, -0.044], [0.018, -0.103, -0.006], [0.039, -0.024, 0.006], [0.003, -0.002, 0.003], [-0.039, 0.022, 0.000], [0.024, -0.026, 0.011], [0.003, 0.001, 0.005], [-0.007, 0.102, -0.011], [0.009, 0.169, -0.026], [-0.013, 0.015, -0.075], [-0.042, -0.019, 0.034], [0.019, 0.024, -0.054], [-0.023, -0.060, 0.020], [-0.006, -0.137, 0.134], [-0.004, 0.049, 0.003], [0.027, 0.018, 0.020], [0.023, -0.021, -0.005], [0.015, -0.010, -0.031], [-0.005, -0.004, -0.022], [0.005, 0.015, 0.002], [0.021, 0.006, 0.014], [0.005, 0.021, 0.008], [-0.019, 0.020, 0.021], [-0.036, -0.029, 0.000]]
}

=====

# 3
{
  "formula": "C19H22N4O6S",
  "method": "ωB97M-V with the def2-TZVPD basis set",
  "species": ["C", "C", "C", "C", "C", "O", "C", "C", "C", "C", "C", "C", "O", "N", "N", "C", "S", "N", "C", "C", "C", "C", "C", "O", "O", "C", "N", "O", "O", "C", "H", "H", "H", "H", "H", "H", "H", "H", "H", "H", "H", "H", "H", "H", "H", "H", "H", "H", "H", "H", "H", "H"],
  "coordinates": [[-2.018510, 1.679253, -3.184881], [-1.456640, 2.336575, -1.966260], [-2.300986, 2.743873, -0.928853], [-1.794173, 3.291783, 0.223666], [-0.418252, 3.495975, 0.403077], [-0.082615, 3.925938, 1.641059], [1.209301, 3.782299, 2.188604], [1.830360, 2.436858, 1.961226], [3.099227, 1.986914, 2.208725], [3.137076, 0.650078, 1.765291], [1.888544, 0.374731, 1.267998], [1.361216, -0.809700, 0.603552], [1.936469, -1.886549, 0.527923], [0.159944, -0.620449, -0.001478], [-0.403566, -1.711851, -0.642951], [-1.743064, -1.861711, -0.718635], [-2.757461, -0.601286, -0.339271], [-2.237251, -3.016029, -1.212852], [-1.531570, -4.260050, -1.390757], [-1.637041, -5.209870, -0.169364], [-1.042666, -4.626559, 1.117865], [0.435366, -5.026045, 1.032071], [0.439352, -6.182264, 0.013610], [-0.901439, -6.385996, -0.411841], [1.090672, 1.463444, 1.400689], [0.418862, 3.164481, -0.670471], [1.824569, 3.426114, -0.699755], [2.218190, 4.484440, -0.240391], [2.544152, 2.597481, -1.223284], [-0.105205, 2.554944, -1.815792], [-1.228907, 1.377808, -3.867254], [-2.694336, 2.356566, -3.704332], [-2.589802, 0.799873, -2.891888], [-3.364326, 2.587977, -1.021670], [-2.441670, 3.557039, 1.043837], [1.891524, 4.556855, 1.804938], [1.063109, 3.952849, 3.261832], [3.901024, 2.549080, 2.639548], [3.968740, -0.022454, 1.784878], [-0.463640, 0.170094, 0.126977], [0.248768, -2.493344, -0.607787], [-3.245825, -3.056789, -1.231561], [-1.958016, -4.778166, -2.253943], [-0.481881, -4.064806, -1.611372], [-2.684494, -5.504488, -0.044825], [-1.515353, -5.108629, 1.973578], [-1.196718, -3.554091, 1.207728], [1.063183, -4.200758, 0.696626], [0.812413, -5.350828, 1.999000], [1.074735, -5.952663, -0.851135], [0.779161, -7.125208, 0.446826], [0.591409, 2.276616, -2.593044]],
  "forces_ev_per_angstrom": [[-0.067, 0.021, -0.014], [0.103, 0.112, 0.083], [0.295, 0.038, -0.017], [0.258, 0.099, 0.028], [-0.056, -0.113, -0.512], [-0.072, 0.123, -0.080], [0.276, 0.199, 0.351], [0.672, 0.074, 0.303], [-0.679, 0.340, -0.094], [-0.806, -0.412, -0.357], [1.158, 0.017, 0.485], [-0.660, -0.084, -0.399], [0.287, -0.025, 0.096], [-0.234, 0.104, -0.034], [0.493, -0.630, 0.122], [-0.139, 0.272, -0.194], [-0.422, 0.320, 0.292], [0.084, -0.109, 0.089], [0.087, -0.509, 0.243], [-0.109, 0.446, 0.010], [-0.120, -0.183, -0.126], [-0.009, -0.082, -0.130], [0.389, -0.081, 0.060], [-0.200, -0.127, -0.137], [-0.181, -0.112, 0.134], [-1.256, -0.036, -0.011], [0.667, 0.034, -0.089], [0.063, 0.229, -0.105], [0.122, -0.056, -0.016], [-0.031, 0.094, 0.108], [0.026, -0.033, -0.097], [-0.039, 0.025, -0.121], [-0.022, -0.106, -0.039], [-0.155, -0.019, 0.012], [-0.057, 0.005, 0.129], [-0.244, -0.293, 0.227], [0.015, -0.079, -0.190], [0.171, 0.181, 0.077], [0.147, -0.204, -0.035], [0.034, -0.054, -0.040], [-0.184, 0.157, -0.049], [0.131, 0.202, 0.021], [0.164, 0.057, 0.022], [0.028, -0.037, -0.104], [0.071, 0.073, -0.010], [-0.036, 0.049, -0.010], [-0.027, 0.057, 0.075], [0.007, -0.006, 0.040], [0.044, 0.047, 0.018], [-0.036, -0.035, 0.088], [0.030, 0.076, -0.064], [0.018, -0.026, -0.041]],
  "smiles": "Cc1ccc(OCc2ccc(C(=O)NNC(=S)NC[C@@H]3CCCO3)o2)c([N+](=O)[O-])c1"
}

=====

The calculation returns the following relative energy (zero: lowest compared OMol25 entry of this formula, charge and spin) values, one per record and in order: 0.0 2.3 100.0 kcal/mol.
The calculation returns the following E values, one per record and in order: -1891.6542 -4641.2022 -1805.7432 hartree.
The calculation returns the following frontier orbital gap values, one per record and in order: 0.290 0.277 0.305 hartree.